91
Properties=species:S:1:pos:R:3:forces:R:3:lowdin_charge:R:1 method="wB97M-V/def2-TZVPD" lumo_ev="-9.62 / -10.33" total_charge=+3 orbital_gap_ha="0.2445 / 0.2191" relative_energy_ev=0.3358
Os -0.554642 -0.025202 0.595872 -0.466 -0.544 0.076 1.024
As -0.815669 2.086481 -0.632680 -0.116 -0.336 -0.092 1.225
S -2.737360 -0.036388 0.793717 0.197 0.394 0.138 0.848
P -0.230554 -2.655039 0.013302 0.095 0.191 0.221 0.287
O 1.280571 -3.030307 -0.071224 -0.015 -0.002 0.081 -0.191
O -0.524524 -2.017889 1.391711 0.048 -0.196 -0.113 -0.399
O -0.407624 -1.385156 -0.899650 0.128 0.335 -0.355 -0.410
O -1.023459 -3.877975 -0.400145 -0.023 -0.169 -0.102 -0.137
N 1.672103 -0.198394 0.312898 0.157 0.026 0.307 -0.030
N 3.845041 2.626341 3.271901 0.037 0.035 0.013 0.260
N -0.243044 0.496414 2.675167 0.274 0.018 -0.013 -0.066
C -2.573316 -5.294644 -1.529876 -0.078 -0.019 0.008 -0.005
C 1.072517 4.223122 -1.158088 0.081 -0.021 0.029 -0.094
C -0.643534 1.720819 -2.512672 0.009 0.134 0.015 -0.370
C -4.829660 1.598355 0.390664 0.026 0.000 0.017 -0.066
C 2.649981 0.322892 1.305550 0.003 0.055 -0.055 -0.295
C -0.313116 4.543393 0.791766 0.002 -0.001 0.051 -0.138
C 1.340783 2.381800 2.987482 -0.030 0.084 -0.092 -0.078
C -2.383497 -5.322786 0.985803 -0.089 -0.024 0.015 -0.005
C 2.659476 2.711483 2.306990 0.066 -0.029 0.039 -0.246
C 0.743799 1.003222 -4.344439 -0.006 0.003 0.002 -0.051
C -2.681264 2.482384 -0.346059 -0.001 -0.171 0.033 -0.396
C -4.676161 3.804024 -0.551700 0.035 0.005 -0.005 -0.003
C 0.080485 3.764390 -0.296643 -0.100 0.052 -0.059 -0.388
C -3.446993 1.453136 0.230158 0.010 0.056 -0.107 -0.600
C -3.295863 3.655342 -0.728549 -0.077 0.022 -0.022 -0.067
C -0.348951 1.096336 -5.197755 0.001 0.006 -0.004 -0.038
C -1.735104 1.817465 -3.366344 0.002 -0.024 -0.031 -0.075
C 2.158624 -0.038242 2.705245 0.015 -0.039 0.028 -0.090
C 1.700120 5.437454 -0.903083 0.003 -0.011 -0.007 -0.047
C 1.080572 0.892389 3.253482 -0.073 -0.055 0.002 -0.294
C 0.310716 5.758609 1.038171 0.029 -0.003 -0.035 -0.058
C 2.038335 -4.293881 -0.451556 -0.141 0.084 -0.015 -0.550
C -2.423196 -4.479767 -0.267699 0.217 0.165 0.024 -0.538
C -5.436234 2.781269 -0.001718 -0.010 0.019 -0.013 -0.019
C -1.582358 1.499496 -4.710261 -0.002 0.005 0.003 -0.040
C 0.594972 1.308995 -3.001916 -0.026 -0.014 -0.037 -0.138
C 1.325260 6.200439 0.194515 -0.020 0.006 0.023 -0.050
C -3.405247 -3.337668 -0.177601 -0.126 -0.023 -0.034 -0.038
C 3.482246 -3.870967 -0.289423 0.055 -0.043 0.000 -0.021
C 1.649659 -5.382869 0.524014 0.031 -0.040 0.001 -0.003
C 2.873125 1.833765 1.082963 -0.010 0.036 0.050 -0.071
C 1.699647 -4.623758 -1.889132 0.060 -0.075 -0.015 -0.004
H -0.234807 0.858655 -6.246625 -0.001 -0.007 0.001 0.123
H -1.135172 4.231431 1.429136 0.013 -0.023 -0.007 0.110
H -3.373862 -5.749924 1.149309 0.014 -0.012 0.003 0.111
H 2.653611 3.760562 2.007111 -0.045 -0.018 -0.031 0.158
H -2.703823 2.134513 -3.002836 0.002 0.001 0.009 0.102
H -3.268497 -2.774916 0.745340 0.017 -0.032 0.023 0.048
H -3.530808 -5.815731 -1.499649 0.004 0.001 -0.009 0.111
H 1.461424 1.246008 -2.350969 0.010 -0.011 0.021 0.084
H 2.132273 2.204159 0.372195 -0.006 0.001 -0.050 0.092
H -2.125575 -4.723808 1.859520 0.003 0.020 -0.009 0.096
H -6.502993 2.908146 0.121787 0.000 -0.016 0.005 0.131
H 1.900515 0.161698 -0.610336 -0.092 0.037 -0.036 0.087
H 2.250515 -5.519420 -2.179222 0.004 0.014 -0.006 0.112
H 4.135041 -4.696609 -0.572109 -0.008 -0.002 0.004 0.109
H -0.014927 6.376209 1.865212 -0.001 -0.004 0.002 0.120
H 3.700077 3.225363 4.089704 -0.013 0.012 -0.003 0.185
H 0.605264 2.735642 2.263210 -0.074 0.036 0.023 0.089
H -5.414694 0.797172 0.824555 0.007 -0.005 0.006 0.120
H 3.716534 -3.026496 -0.939822 -0.012 -0.004 -0.001 0.090
H 0.609742 -5.676309 0.401775 -0.018 0.004 -0.007 0.072
H 4.704023 2.945518 2.814749 0.005 0.001 0.000 0.185
H 1.996274 -3.816682 -2.559202 -0.026 0.020 0.011 0.100
H 1.839689 -1.207697 0.229193 -0.086 -0.030 -0.016 0.070
H 3.596164 -0.194610 1.134768 -0.019 -0.037 0.013 0.156
H -5.155356 4.725055 -0.856415 0.003 0.000 0.002 0.131
H -4.415785 -3.748132 -0.169105 0.002 0.020 0.000 0.113
H 1.001728 0.725639 4.329161 0.022 -0.011 -0.001 0.159
H -3.319601 -2.676532 -1.042292 0.026 0.004 0.001 0.096
H -0.966334 1.122482 3.023802 0.054 0.073 -0.023 0.115
H 1.706761 0.694979 -4.728787 0.004 0.003 0.005 0.118
H -0.468279 -0.423348 3.063188 -0.065 0.015 0.031 0.103
H 2.461112 5.800036 -1.581548 -0.003 0.002 0.000 0.122
H 1.775080 -1.063192 2.689702 0.030 -0.008 0.021 0.132
H 3.700844 -3.614581 0.748458 -0.014 0.011 -0.001 0.091
H 1.817900 -5.065529 1.553508 0.002 0.009 -0.003 0.101
H 1.345430 3.656762 -2.040600 -0.017 0.017 0.010 0.100
H 2.995963 -0.080618 3.407924 0.015 0.044 -0.019 0.127
H 3.843782 2.025330 0.620500 0.017 -0.011 0.038 0.141
H -2.723391 4.459999 -1.174386 0.011 -0.005 0.001 0.127
H 1.797763 7.157040 0.375145 0.000 -0.002 -0.006 0.122
H 4.019148 1.679542 3.614622 -0.029 -0.013 -0.006 0.160
H -1.678091 -6.146221 0.888366 0.018 0.008 -0.006 0.092
H 2.267463 -6.261982 0.337959 0.004 0.014 -0.005 0.112
H -1.785658 -6.042992 -1.605332 0.004 -0.001 0.006 0.097
H -2.555404 -4.660133 -2.415213 0.008 0.007 0.003 0.101
H 1.183977 2.984382 3.884237 0.057 -0.025 0.028 0.142
H -2.430912 1.572106 -5.376951 0.000 0.006 -0.001 0.122
H 0.639197 -4.831816 -2.015861 -0.001 0.007 0.008 0.079